Entry 1:
C20H33N8O5 | the ωB97M-V functional and the def2-TZVPD basis

Results
molar mass: 465.535 g/mol
energy: -43429.51096 eV
charge: +1
spin multiplicity: 1
frontier orbital gap: 8.0 eV

Last column: Löwdin charge in e.
Positions of all 66 atoms, in Å:
O (4.927, 3.149, 0.447)  0.013
O (2.464, -0.686, 0.168)  0.013
O (-3.850, -2.145, -1.113)  0.033
O (4.733, -0.974, -3.555)  0.119
O (-7.131, -0.088, 1.853)  0.056
N (1.274, -2.964, 1.534)  0.220
N (3.506, -0.866, -1.761)  0.220
N (3.951, 1.083, -3.076)  0.228
N (0.173, -1.065, 1.744)  0.235
N (-0.762, -2.992, 2.575)  0.101
N (4.513, 3.963, -2.877)  -0.203
N (-5.111, -0.746, 0.124)  0.115
N (-7.585, -2.197, 2.388)  0.038
C (-5.440, -1.654, 1.240)  -0.201
C (4.490, 4.944, -3.980)  -0.075
C (2.888, -0.112, -0.825)  -0.390
C (3.270, 1.852, -2.263)  -0.192
C (5.610, 3.185, -0.749)  -0.258
C (5.463, 4.282, -1.778)  -0.099
C (-4.326, -0.013, -2.048)  0.005
C (-4.349, -1.625, 2.331)  -0.127
C (5.355, 2.027, 1.115)  -0.119
C (6.419, 2.086, -0.861)  -0.016
C (-7.346, -3.641, 2.465)  -0.056
C (2.505, 1.316, -1.091)  0.002
C (0.214, -2.346, 1.961)  -0.485
C (-4.413, -1.066, -0.968)  -0.554
C (4.080, -0.258, -2.827)  -0.532
C (6.251, 1.331, 0.354)  -0.058
C (-3.017, -2.233, 1.871)  -0.183
C (-6.796, -1.266, 1.846)  -0.465
C (3.200, 3.344, -2.547)  -0.106
C (-2.038, -2.412, 3.038)  -0.150
H (3.984, 4.526, -4.857)  0.086
H (-8.125, -4.110, 3.069)  0.093
H (-8.456, -1.845, 2.758)  0.151
H (-4.704, -2.198, 3.189)  0.114
H (-5.528, -2.666, 0.844)  0.141
H (-3.205, -3.208, 1.419)  0.124
H (-5.558, 0.162, 0.142)  0.143
H (1.437, 1.369, -1.309)  0.155
H (2.513, 3.473, -3.389)  0.135
H (5.023, 1.731, 2.106)  0.124
H (5.508, 5.217, -4.278)  0.086
H (0.951, -0.642, 1.251)  0.089
H (-6.380, -3.848, 2.927)  0.075
H (-2.566, -1.580, 1.124)  0.102
H (-3.786, 0.853, -1.672)  0.081
H (-0.623, -0.531, 2.032)  0.120
H (-3.804, -0.430, -2.909)  0.086
H (6.452, 4.477, -2.208)  0.131
H (-1.863, -1.451, 3.526)  0.124
H (1.386, -3.954, 1.645)  0.136
H (-0.646, -3.984, 2.693)  0.159
H (-4.188, -0.596, 2.658)  0.132
H (-7.372, -4.080, 1.465)  0.089
H (2.763, 3.865, -1.689)  0.124
H (2.710, 1.919, -0.206)  0.131
H (-2.487, -3.083, 3.773)  0.132
H (1.968, -2.414, 1.040)  0.097
H (7.058, 1.845, -1.707)  0.128
H (3.879, -1.769, -1.508)  0.180
H (3.963, 5.854, -3.674)  0.081
H (5.144, 5.196, -1.268)  0.126
H (6.758, 0.409, 0.626)  0.108
H (-5.331, 0.281, -2.348)  0.087

***

Entry 2:
C20H33NO2 | the ωB97M-V functional and the def2-TZVPD basis

Results
molar mass: 319.489 g/mol
energy: -26860.79234 eV
spin multiplicity: 1
frontier orbital gap: 8.6 eV
relative energy (zero: lowest compared OMol25 entry of this formula, charge and spin): 117.4 kJ/mol

Last column: Löwdin charge in e.
Positions of all 56 atoms, in Å:
O (3.124, -2.305, -1.507)  -0.047
O (0.175, 0.446, 3.267)  -0.015
N (-1.694, 2.929, 0.465)  -0.176
C (-0.139, 4.520, -0.670)  -0.185
C (1.922, -2.789, -5.061)  -0.108
C (0.796, -2.037, -0.785)  -0.011
C (-0.478, -2.389, 3.637)  -0.247
C (-1.141, 4.270, 0.464)  -0.200
C (2.749, -2.979, -2.688)  -0.217
C (-0.576, -0.237, 2.277)  -0.489
C (2.269, -2.029, -3.788)  -0.234
C (-2.319, 2.641, -0.813)  -0.190
C (-1.383, -1.375, 2.940)  -0.139
C (2.166, -1.838, -0.656)  -0.266
C (-1.388, 2.832, -2.018)  -0.185
C (0.391, -0.804, 1.255)  -0.189
C (-1.542, 0.753, 1.592)  -0.097
C (-0.779, 1.898, 0.923)  -0.182
C (-1.283, -3.445, 4.381)  -0.112
C (-0.814, 4.246, -2.011)  -0.210
C (1.762, -0.611, 1.379)  -0.006
C (2.635, -1.117, 0.442)  0.012
C (-0.072, -1.524, 0.163)  -0.025
H (3.700, -0.970, 0.538)  0.118
H (1.396, -1.475, -3.436)  0.102
H (-2.145, 0.220, 0.858)  0.108
H (-1.981, 4.965, 0.357)  0.119
H (-0.448, 0.811, 3.905)  0.112
H (0.160, -2.868, 2.892)  0.112
H (-1.944, 2.650, -2.939)  0.107
H (0.384, -2.592, -1.614)  0.105
H (1.990, -3.744, -2.479)  0.122
H (-0.621, -4.158, 4.866)  0.067
H (-1.624, 4.966, -2.160)  0.110
H (-0.100, 4.370, -2.829)  0.106
H (-0.673, 4.453, 1.434)  0.115
H (-0.151, 1.486, 0.120)  0.119
H (1.589, -2.101, -5.834)  0.070
H (-1.130, -1.696, 0.033)  0.116
H (1.127, -3.508, -4.875)  0.072
H (3.662, -3.487, -3.016)  0.131
H (-1.910, -2.987, 5.143)  0.070
H (3.060, -1.304, -3.988)  0.116
H (2.136, -0.056, 2.223)  0.117
H (-3.175, 3.318, -0.913)  0.121
H (2.791, -3.329, -5.432)  0.072
H (0.217, 5.550, -0.625)  0.107
H (-0.572, 2.107, -1.970)  0.103
H (-2.701, 1.619, -0.792)  0.110
H (-1.987, -1.881, 2.186)  0.118
H (-2.066, -0.935, 3.673)  0.124
H (0.174, -1.860, 4.335)  0.112
H (-0.109, 2.336, 1.666)  0.127
H (-1.926, -3.990, 3.692)  0.071
H (-2.220, 1.176, 2.337)  0.127
H (0.720, 3.857, -0.547)  0.110

***

| no. | E_HOMO (eV) |
| --- | --- |
| 1 | -10.557 |
| 2 | -7.873 |